(1)
ORCA calculation (ωB97M-V/def2-TZVPD) on a structure of composition C2HO5.

- multiplicity = 1
- charge = -1
- energy above the lowest of the compared OMol25 structures with the same formula, charge and spin (kcal/mol) = 45.2
- Kohn-Sham gap (eV) = 9.09
- HOMO (eV) = -5.06

Each line ends with the Mulliken charge.
CARTESIAN COORDINATES (ANGSTROEM)
C 1.134289 -1.051663 0.143425  0.510
C 0.645981 0.501630 0.353821  0.528
O 1.616326 -1.178797 -0.951123  -0.581
O 1.008320 -1.785117 1.111714  -0.623
O -2.433955 0.846941 -0.399924  -0.364
O -0.957508 1.172016 -0.106953  -0.460
O 1.181378 1.457999 0.621664  -0.301
H -2.194831 0.036990 -0.772623  0.291

Force components x, y, z for each atom (eV/Å):
-0.48 -0.51 1.02
-2.43 -2.29 -0.80
0.50 0.24 -1.64
-0.38 0.45 0.43
1.91 1.32 1.37
-0.41 0.82 0.15
1.46 2.31 0.71
-0.18 -2.33 -1.24

(2)
ORCA calculation (ωB97M-V/def2-TZVPD) on a structure of composition C3H11N4.

- multiplicity = 1
- charge = +1
- energy above the lowest of the compared OMol25 structures with the same formula, charge and spin (kcal/mol) = 25.9
- Kohn-Sham gap (eV) = 11.03
- HOMO (eV) = -13.83

Each line ends with the Mulliken charge.
CARTESIAN COORDINATES (ANGSTROEM)
N 1.347780 -2.235046 0.624554  -0.544
C 1.468984 -0.841190 0.553572  0.647
N 2.405985 -0.349157 -0.335936  -0.357
N 0.604662 -0.184435 1.266122  -0.670
H 0.382473 -2.484567 0.926478  0.235
H 1.694837 -2.801249 -0.184029  0.263
H 2.805261 -0.959930 -0.995783  0.206
H 2.384154 0.580115 -0.594844  0.223
H 0.268463 -0.707724 2.089576  0.247
C -1.194358 1.356279 -0.811593  -0.051
C -2.064904 0.527330 -1.429795  -0.708
N -1.212750 1.484959 0.636120  -0.465
H -0.442175 1.966008 -1.304600  0.393
H -2.104850 0.508128 -2.548110  0.255
H -2.804959 -0.052227 -0.870281  0.233
H -2.053787 1.041269 1.024876  0.326
H -0.301450 0.711495 0.932280  0.463
H -1.183360 2.439938 1.021397  0.304

Force components x, y, z for each atom (eV/Å):
-0.08 0.11 -0.85
-0.03 -2.38 -1.65
-1.99 -1.58 2.45
0.03 1.25 0.91
1.46 -0.02 -0.48
-0.35 0.75 1.32
0.39 -0.80 -0.63
0.03 2.20 -0.23
0.25 0.13 -0.84
-1.74 -0.60 -0.62
0.99 1.28 -0.43
-0.61 -0.34 0.11
-0.24 -0.12 0.01
0.20 -0.25 1.27
0.23 0.24 -0.23
0.20 0.26 -0.27
0.94 0.34 0.63
0.30 -0.48 -0.48

(3)
ORCA calculation (ωB97M-V/def2-TZVPD) on a structure of composition C4H6N2S.

- multiplicity = 1
- charge = 0
- energy above the lowest of the compared OMol25 structures with the same formula, charge and spin (kcal/mol) = 137.7
- Kohn-Sham gap (eV) = 7.57
- HOMO (eV) = -9.08

Each line ends with the Mulliken charge.
CARTESIAN COORDINATES (ANGSTROEM)
C 0.149956 -0.268380 1.098453  0.595
C -0.978925 0.521205 1.515747  -0.119
C 0.099799 -0.606495 -1.475081  -0.136
C 0.510660 0.722161 -1.087889  -0.512
H 1.434295 -1.527826 1.701158  0.290
H -1.006958 1.101318 2.748987  0.288
H -1.070151 -0.533813 -1.706487  0.118
H 0.635234 -1.285780 -2.033615  0.286
H -0.300615 1.524553 -1.290116  0.175
H 1.463620 1.144653 -1.621435  0.229
N 0.548418 -1.198367 2.011696  -0.673
N 0.630202 -0.433668 -0.132186  -0.327
S -2.115536 0.840439 0.270769  -0.216

Force components x, y, z for each atom (eV/Å):
0.22 -5.79 5.36
-3.14 3.56 0.33
-4.70 0.50 0.16
2.43 2.41 -3.44
0.61 -1.25 -0.87
0.04 -2.24 -4.13
2.53 -1.03 0.95
1.20 -1.17 -1.26
1.25 -1.57 1.57
-1.29 -1.06 1.68
-1.40 4.48 -0.97
0.96 3.44 -2.89
1.26 -0.28 3.52